Density functional theory data (ωB97M-V/def2-TZVPD) for a molecular structure, C20H52As7F42N3O3 in a non-equilibrium geometry.

Positions of all 127 atoms, in Å:
C1 -1.5223 -0.6053 1.9640
C2 -1.3913 0.3668 0.8152
N1 0.0446 0.8878 0.6698
C3 -0.0309 1.9992 -0.3856
C4 0.5783 1.5312 2.0186
C5 -0.3384 2.5918 2.6483
C6 0.8685 -0.2451 0.1514
C7 2.3585 0.1455 -0.0217
O1 2.5397 1.0986 -1.0884
C8 3.8686 1.2923 -1.5536
H1 -2.4198 -1.2237 1.9725
H2 -1.5957 -0.1929 2.9703
H3 -0.7735 -1.3974 1.9705
H4 -2.0302 1.2486 0.7656
H5 -1.6688 -0.3040 0.0021
H6 -0.0180 1.4968 -1.3529
H7 0.8672 2.6169 -0.3946
H8 -0.8833 2.6697 -0.2768
H9 1.5250 2.0458 1.8547
H10 0.6486 0.7287 2.7529
H11 0.1503 2.9736 3.5447
H12 -1.3674 2.2682 2.8049
H13 -0.3190 3.4914 2.0331
H14 0.2900 -0.6228 -0.6917
H15 0.8299 -1.1074 0.8169
H16 3.0171 -0.6993 -0.2236
H17 2.7025 0.4028 0.9801
H18 4.2975 1.8518 -0.7222
H19 3.9808 2.0066 -2.3692
H20 4.5780 0.4692 -1.4669
C9 0.3974 -6.7401 3.0522
C10 -1.0978 -7.1924 2.9285
N2 -2.1280 -6.0342 2.7558
C11 -1.9801 -5.4687 1.3275
C12 -3.4710 -6.7688 2.8737
C13 -4.0010 -7.0720 4.2553
C14 -1.8106 -4.9210 3.8386
C15 -2.8357 -3.6951 3.7890
O2 -4.1630 -3.8369 3.6751
C16 -4.8045 -2.5213 3.7145
H21 0.5802 -5.9728 2.3000
H22 1.1626 -7.5066 2.9290
H23 0.8354 -6.4812 4.0162
H24 -1.4727 -7.5831 3.8745
H25 -1.2471 -7.8436 2.0673
H26 -1.0367 -4.9238 1.3630
H27 -2.7329 -4.7474 1.0094
H28 -1.8607 -6.2288 0.5554
H29 -3.4817 -7.5705 2.1353
H30 -4.1689 -6.0665 2.4177
H31 -3.4748 -7.9338 4.6660
H32 -5.0875 -7.1591 4.2681
H33 -3.8942 -6.1899 4.8866
H34 -0.7616 -4.6624 3.6943
H35 -1.6468 -5.5028 4.7457
H36 -2.2890 -3.0039 3.1475
H37 -2.8144 -3.2238 4.7716
H38 -4.8381 -2.0957 4.7174
H39 -5.7936 -2.6843 3.2864
H40 -4.3774 -1.6884 3.1560
C17 3.2709 5.6530 -8.8160
C18 2.2665 4.4234 -8.6278
C19 2.7574 3.4315 -7.5812
O3 2.2072 4.0921 -6.3649
C20 2.4311 3.2373 -5.2257
N3 0.8585 4.9515 -8.4212
H41 0.1266 4.4609 -8.9149
H42 0.5500 5.3110 -7.5293
H43 0.7944 5.7294 -9.0622
H44 3.0480 6.1095 -9.7804
H45 4.3290 5.3922 -8.7924
H46 3.3889 6.4538 -8.0860
H47 2.1395 4.0061 -9.6267
H48 3.8008 3.1159 -7.5826
H49 2.2103 2.5134 -7.7955
H50 3.4940 3.2012 -4.9868
H51 2.0392 2.2436 -5.4425
H52 1.9304 3.7560 -4.4081
As1 -1.2414 -3.2541 -2.2736
F1 -2.1660 -4.7949 -1.9954
F2 -2.6036 -2.2421 -2.6175
F3 -0.1503 -1.8876 -2.6927
F4 0.3017 -4.2490 -1.9215
F5 -1.2489 -3.8533 -3.9821
F6 -1.2031 -2.7467 -0.5252
As2 -5.9720 1.1508 2.6525
F7 -5.7929 2.3734 1.3821
F8 -7.3763 0.7082 1.6623
F9 -6.2592 -0.2936 3.6562
F10 -4.4752 1.7985 3.4783
F11 -7.1475 2.0381 3.5999
F12 -4.8805 0.0880 1.6137
As3 6.6189 1.9366 -4.7357
F13 8.1812 2.7856 -4.5534
F14 7.2397 0.9727 -6.1054
F15 5.0851 1.1340 -4.9796
F16 6.0392 2.7442 -3.2671
F17 6.0066 3.3135 -5.8163
F18 7.0813 0.6353 -3.5826
As4 2.0199 -2.8920 3.8730
F19 2.3300 -1.8340 5.2721
F20 3.8300 -2.9419 3.5923
F21 1.6815 -3.9643 2.4807
F22 0.2873 -2.8059 4.2897
F23 1.7996 -1.3447 2.9823
F24 2.0639 -4.2562 4.9640
As5 2.3391 5.6605 0.3805
F25 1.7887 7.4036 0.1245
F26 2.2970 5.2416 -1.3577
F27 2.8229 3.9757 0.7862
F28 2.2369 6.0916 2.0594
F29 0.6243 5.1181 0.4636
F30 4.0950 6.1232 0.5076
As6 1.7213 3.2678 6.1580
F31 1.2606 2.4079 7.7375
F32 3.4211 2.8921 6.3025
F33 2.0837 4.1935 4.7061
F34 -0.0248 3.7102 6.0606
F35 1.9205 4.7730 7.2072
F36 1.4388 1.7792 5.2220
As7 -3.4451 2.3646 -3.1360
F37 -4.0521 1.8306 -4.7084
F38 -1.8482 2.4479 -3.9209
F39 -2.8114 2.8728 -1.5656
F40 -5.0907 2.3056 -2.3387
F41 -3.2386 0.6161 -2.8562
F42 -3.7231 4.0578 -3.6452

## Properties
total charge: -5
energy above the lowest of the compared OMol25 structures with the same formula, charge and spin: 0.0 kJ/mol
highest occupied orbital energy (alpha / beta): 3.80 / 0.01 eV
maximum force: 4.66 eV/A
E_LUMO (alpha / beta): 6.044 / 6.044 eV
spin multiplicity: 2


Density functional theory data (ωB97M-V/def2-TZVPD) for 9 unconnected molecules or ions with the total composition C20H52Cl8O18P4 in a non-equilibrium geometry.

Positions of all 102 atoms, in Å:
C1 5.1460 -32.2668 -16.8858
Cl1 3.4276 -32.2487 -16.7808
Cl2 5.8162 -33.8196 -17.5330
H1 5.4366 -31.4620 -17.5612
H2 5.7064 -32.0032 -15.9889
C2 2.5809 -30.8914 -22.3278
Cl3 1.2481 -31.7781 -22.9810
Cl4 4.0280 -31.9575 -22.2635
H3 2.8152 -30.0631 -22.9966
H4 2.2176 -30.5018 -21.3769
C3 -2.9932 -32.1082 -14.4159
Cl5 -2.1577 -30.5230 -14.7804
Cl6 -4.5929 -32.1744 -15.2816
H5 -2.3314 -32.8919 -14.7846
H6 -3.2368 -32.1289 -13.3537
C4 -4.0871 -30.3314 -18.9421
Cl7 -2.6377 -30.4741 -17.8947
Cl8 -5.0086 -28.7186 -18.8045
H7 -3.8004 -30.4148 -19.9904
H8 -4.7765 -31.1310 -18.6711
C5 -6.0900 -39.2706 -17.6210
O1 -4.7161 -39.1970 -17.9985
P1 -4.1266 -37.9140 -18.8425
O2 -4.7457 -36.5999 -18.4395
O3 -2.5254 -38.1188 -18.6857
C6 -1.9135 -37.8056 -17.4379
O4 -4.3727 -38.3130 -20.4176
C7 -3.8191 -37.6282 -21.4731
H9 -6.1604 -39.3083 -16.5340
H10 -6.4585 -40.2285 -17.9880
H11 -6.6190 -38.4438 -18.0952
H12 -1.8182 -38.6570 -16.7640
H13 -2.4600 -37.0189 -16.9178
H14 -0.9522 -37.3442 -17.6643
H15 -2.8678 -37.2676 -21.0819
H16 -4.4567 -36.7761 -21.7084
H17 -3.5753 -38.1347 -22.4070
C8 4.4519 -36.3917 -19.4916
O5 3.1996 -37.0274 -19.7837
P2 2.4806 -37.8879 -18.5358
O6 3.3312 -38.8933 -17.7684
O7 1.7940 -36.6931 -17.6751
C9 2.5493 -35.9670 -16.7184
O8 1.1995 -38.5930 -19.3253
C10 0.4944 -37.8435 -20.2532
H18 4.7664 -36.6532 -18.4813
H19 4.4788 -35.3070 -19.5952
H20 5.1791 -36.8275 -20.1767
H21 2.9681 -36.7395 -16.0734
H22 1.7753 -35.3908 -16.2116
H23 3.2990 -35.2959 -17.1376
H24 -0.5235 -38.1149 -19.9735
H25 0.5450 -38.1098 -21.3090
H26 0.3424 -36.7678 -20.1640
C11 -1.3879 -35.4851 -23.0262
O9 -2.8872 -35.2241 -23.0560
P3 -3.6711 -35.1450 -24.5100
O10 -3.1609 -36.0841 -25.5429
O11 -5.2861 -35.2907 -24.1461
C12 -5.9216 -34.3246 -23.2738
O12 -3.5478 -33.6014 -24.9496
C13 -2.2155 -33.1242 -25.2683
H27 -0.9285 -34.5287 -22.7764
H28 -0.9269 -35.8054 -23.9606
H29 -1.3856 -36.3323 -22.3404
H30 -6.3773 -33.6036 -23.9524
H31 -5.2494 -33.7427 -22.6432
H32 -6.6934 -34.7397 -22.6257
H33 -1.4509 -33.8985 -25.3298
H34 -1.8701 -32.2536 -24.7106
H35 -2.1362 -32.7802 -26.2996
C14 -2.5590 -34.5272 -19.6883
O13 -1.4247 -33.9212 -20.3712
P4 -0.2502 -32.8484 -19.8115
O14 -0.2225 -31.4513 -20.3013
O15 -0.4816 -33.1110 -18.2125
C15 -0.0350 -32.3507 -17.1675
O16 0.9995 -33.7910 -20.0712
C16 2.3067 -33.3958 -19.9103
H36 -2.7151 -34.1157 -18.6911
H37 -2.2670 -35.5543 -19.4692
H38 -3.5070 -34.4893 -20.2250
H39 -0.0394 -31.3051 -17.4754
H40 1.0159 -32.5818 -16.9932
H41 -0.7243 -32.5388 -16.3443
H42 2.5029 -33.7265 -18.8904
H43 2.4774 -32.3205 -19.8586
H44 3.0170 -33.9306 -20.5408
O17 1.3681 -33.8467 -11.8720
C17 0.9149 -33.2897 -12.8783
O18 0.6488 -31.9416 -12.9512
C18 0.9506 -31.0396 -11.9024
C19 0.0020 -30.8448 -10.7606
C20 0.3574 -34.0848 -14.0885
H45 1.1496 -30.0592 -12.3353
H46 1.9504 -31.3292 -11.5789
H47 -1.0259 -30.6731 -11.0802
H48 0.3793 -29.9763 -10.2208
H49 0.0583 -31.6227 -9.9992
H50 -0.7232 -34.1497 -14.2164
H51 0.5984 -35.1477 -14.0993
H52 0.7916 -33.7546 -15.0322

## Properties
total charge: -1
highest occupied orbital energy (alpha / beta): 0.03 / -7.80 eV
maximum force: 4.24 eV/A
E_LUMO (alpha / beta): 1.723 / 1.719 eV
spin multiplicity: 2


Density functional theory data (ωB97M-V/def2-TZVPD) for 9 unconnected molecules or ions with the total composition C20H52Cl8O18P4 in a non-equilibrium geometry.

Positions of all 102 atoms, in Å:
C1 0.9703 1.7065 -7.4355
O1 0.3447 1.4374 -6.1810
P1 -0.5173 2.6233 -5.4767
O2 0.1143 3.9605 -5.4327
O3 -2.0055 2.5107 -6.1447
C2 -2.7246 1.3065 -6.1642
O4 -0.7935 2.1053 -3.9652
C3 0.2527 2.0192 -3.0418
H1 0.3576 1.2979 -8.2390
H2 1.9508 1.2319 -7.3956
H3 1.0066 2.7853 -7.5871
H4 -3.5473 1.3774 -5.4527
H5 -2.1123 0.4631 -5.8452
H6 -2.9961 1.1051 -7.2005
H7 0.2915 0.9752 -2.7309
H8 0.0302 2.5306 -2.1053
H9 1.2272 2.2776 -3.4560
C4 4.5709 3.0766 1.9389
O5 3.8216 3.8748 2.8539
P2 2.6191 3.1836 3.6781
O6 1.6441 2.3768 2.8932
O7 1.9059 4.4655 4.4125
C5 2.6605 5.3900 5.2287
O8 3.3992 2.5391 4.9785
C6 2.9859 1.3356 5.5056
H10 5.6050 3.3426 2.1579
H11 4.4196 3.4494 0.9259
H12 4.3962 2.0040 2.0239
H13 2.8275 6.3155 4.6777
H14 3.5826 4.9807 5.6414
H15 2.0206 5.7268 6.0444
H16 3.8131 0.6306 5.5876
H17 2.1677 0.9004 4.9316
H18 2.5562 1.4548 6.5002
C7 2.5120 -0.7903 1.9349
O9 1.2385 -1.0229 2.5124
P3 0.9558 -2.0361 3.7757
O10 1.9045 -1.9530 4.9094
O11 -0.6203 -1.7615 4.1569
C8 -1.7140 -1.9425 3.2769
O12 0.8903 -3.4855 2.9853
C9 0.9976 -4.7275 3.7271
H19 2.7015 0.2684 1.7576
H20 2.6167 -1.2644 0.9590
H21 3.2744 -1.0813 2.6576
H22 -1.6090 -1.1884 2.4968
H23 -2.6251 -1.8348 3.8655
H24 -1.6757 -2.9397 2.8385
H25 0.6918 -4.5987 4.7653
H26 2.0444 -5.0249 3.6650
H27 0.4351 -5.5498 3.2850
C10 4.7737 -3.3945 0.0987
O13 3.7743 -3.0263 -0.7733
P4 2.7356 -4.2198 -1.2356
O14 3.3725 -5.4195 -1.8716
O15 2.0910 -4.4716 0.2410
C11 1.0008 -5.3508 0.3498
O16 1.5516 -3.5322 -2.0840
C12 0.6917 -2.5213 -1.5234
H28 5.6909 -2.9042 -0.2276
H29 5.0537 -4.4450 0.0205
H30 4.5091 -2.9882 1.0749
H31 0.1414 -4.8896 0.8365
H32 1.3349 -6.1696 0.9870
H33 0.6967 -5.8067 -0.5924
H34 0.8504 -1.5620 -2.0160
H35 0.9308 -2.2877 -0.4859
H36 -0.3567 -2.7568 -1.7063
C13 -6.1249 -1.2266 -6.2293
C14 -4.8131 -1.8950 -5.7078
O17 -4.4607 -1.2905 -4.5094
C15 -3.3918 -1.6583 -3.8407
C16 -3.2632 -1.2176 -2.4271
O18 -2.5108 -2.3778 -4.3300
H37 -5.9598 -0.2230 -6.6212
H38 -6.9578 -1.2108 -5.5264
H39 -6.5026 -1.8688 -7.0250
H40 -4.8745 -2.9822 -5.7562
H41 -4.0213 -1.6453 -6.4142
H42 -2.3968 -0.5717 -2.2852
H43 -3.3528 -2.0013 -1.6748
H44 -4.0681 -0.5030 -2.2551
Cl1 -0.6249 1.3505 6.6315
C17 -0.8558 1.4752 4.7968
Cl2 -2.4964 0.9994 4.2971
H45 -0.5989 2.4944 4.5081
H46 -0.1007 0.8589 4.3089
Cl3 -1.8410 2.1713 1.0094
C18 -0.4042 1.2232 0.7752
Cl4 -0.8462 -0.1539 -0.1966
H47 0.3256 1.8831 0.3061
H48 -0.0681 0.8168 1.7291
Cl5 -6.6660 0.3797 1.1638
C19 -4.9244 -0.0216 0.9530
Cl6 -4.5246 -1.6085 1.5823
H49 -4.7392 -0.1897 -0.1079
H50 -4.3202 0.7583 1.4164
Cl7 0.7165 5.5146 0.8893
C20 -0.5070 5.5178 2.1755
Cl8 -1.2817 7.0681 2.3204
H51 -1.1956 4.6762 2.0999
H52 -0.0542 5.3765 3.1569

## Properties
total charge: 0
energy above the lowest of the compared OMol25 structures with the same formula, charge and spin: 0.0 kJ/mol
highest occupied orbital energy: -10.46 eV
maximum force: 4.29 eV/A
E_LUMO: 0.230 eV
SMILES string: COP(=O)(OC)OC.COP(=O)(OC)OC.COP(=O)(OC)OC.COP(=O)(OC)OC.CCOC(C)=O.ClCCl.ClCCl.ClCCl.ClCCl